1.
Below is a molecular structure, C19H22FN3O4SV, with properties calculated with ωB97M-V/def2-TZVPD.

Results
LUMO energy (spin up / spin down) = -4.5 / -4.1 eV
DFT total energy = -2644.41900 hartree
Spin multiplicity = 3
Orbital gap (spin up / spin down) = 7.107 / 7.689 eV
Energy relative to the best compared isomer or geometry (same formula, charge and spin) = 0.0 kcal per mole
Total charge = +1

Last column: Mulliken spin population.
Atoms and positions in Å:
V1 -0.49 -0.07 -0.22  1.91
C1 1.17 0.45 2.71  0.01
C2 -0.11 -0.07 2.11  0.00
C3 -0.28 -1.43 1.81  -0.04
C4 0.75 -2.46 2.19  0.00
C5 -1.41 -1.85 1.06  0.03
C6 -1.48 -3.29 0.63  0.00
C7 -2.43 -0.94 0.71  0.07
C8 -3.57 -1.36 -0.17  0.01
C9 -2.35 0.40 1.20  -0.09
C10 -3.47 1.38 0.97  0.00
C11 -1.18 0.84 1.85  0.01
C12 -1.05 2.28 2.25  0.01
H1 1.10 0.48 3.80  0.00
H2 1.38 1.46 2.36  0.00
H3 2.02 -0.18 2.45  0.00
H4 1.22 -2.89 1.31  0.00
H5 0.27 -3.27 2.74  0.00
H6 1.52 -2.05 2.83  0.00
H7 -1.24 -3.95 1.46  0.00
H8 -0.76 -3.50 -0.16  0.00
H9 -2.47 -3.57 0.27  0.00
H10 -4.39 -1.78 0.42  0.00
H11 -3.25 -2.12 -0.89  -0.01
H12 -3.95 -0.53 -0.75  0.00
H13 -3.13 2.22 0.36  0.00
H14 -3.80 1.78 1.93  0.00
H15 -4.33 0.93 0.49  0.00
H16 -2.01 2.67 2.58  0.00
H17 -0.71 2.89 1.41  0.00
H18 -0.35 2.41 3.07  0.00
F1 4.96 0.87 -3.82  0.00
C13 3.97 1.04 -2.96  0.00
C14 2.76 1.45 -3.35  0.00
N1 1.73 1.64 -2.43  0.00
C15 0.40 2.06 -2.88  0.01
C16 -0.54 0.86 -2.85  0.01
O1 -0.57 0.02 -3.71  -0.01
O2 -1.27 0.80 -1.73  0.00
C17 1.90 1.33 -1.13  0.00
O3 0.95 1.39 -0.29  0.00
N2 3.13 0.96 -0.74  0.00
C18 4.26 0.75 -1.55  0.00
O4 5.32 0.42 -1.09  0.00
H19 2.52 1.66 -4.38  0.00
H20 0.50 2.43 -3.90  0.00
H21 0.04 2.85 -2.22  0.00
H22 3.25 0.74 0.24  0.00
S1 2.88 -2.92 -1.83  0.07
C19 1.73 -1.99 -1.29  0.05
N3 0.88 -1.27 -0.87  -0.04

---

2.
Below is a single C6H10 molecule, with properties calculated with ωB97M-V/def2-TZVPD.

Results
LUMO energy = 1.2 eV
DFT total energy = -234.53325 hartree
Spin multiplicity = 1
Structure (SMILES) = C=C1C[C@H]1CC
Orbital gap = 10.687 eV
Energy relative to the best compared isomer or geometry (same formula, charge and spin) = 43.5 kcal per mole

Last column: natural (NBO) charge in e.
Atoms and positions in Å:
C1 -1.30 1.67 -0.58  -0.41
C2 -0.92 0.67 0.19  0.02
C3 -1.23 -0.65 0.75  -0.47
C4 0.07 0.08 1.11  -0.25
C5 1.34 -0.48 0.46  -0.39
C6 1.12 -0.61 -1.05  -0.64
H1 -0.71 2.58 -0.68  0.20
H2 -2.22 1.59 -1.16  0.20
H3 0.36 0.11 -1.36  0.23
H4 -2.06 -0.65 1.43  0.23
H5 -1.11 -1.57 0.17  0.22
H6 0.15 0.52 2.10  0.22
H7 2.18 0.18 0.67  0.21
H8 1.59 -1.45 0.92  0.20
H9 0.74 -1.60 -1.33  0.20
H10 2.00 -0.39 -1.65  0.21

---

3.
Below is a molecular structure, C36H29N13O4S3W, with properties calculated with ωB97M-V/def2-TZVPD.

Results
LUMO energy = -1.3 eV
DFT total energy = -3663.87765 hartree
Spin multiplicity = 1
Orbital gap = 6.026 eV
Energy relative to the best compared isomer or geometry (same formula, charge and spin) = 22.2 kcal per mole

Last column: Mulliken charge in e.
Atoms and positions in Å:
W1 -0.75 -0.43 -0.56  2.14
C1 0.71 3.21 1.40  -1.90
C2 0.44 2.04 0.53  0.73
N1 -0.35 1.08 0.85  1.11
N2 -0.95 1.01 2.09  -1.35
C3 -1.45 -0.18 2.23  -0.47
O1 -1.37 -1.09 1.31  -0.93
C4 -2.19 -0.50 3.47  1.39
C5 -2.33 0.46 4.47  -0.13
C6 -3.02 0.14 5.64  -1.01
C7 -3.56 -1.13 5.80  -0.64
C8 -3.42 -2.08 4.80  -1.05
C9 -2.73 -1.77 3.64  -0.27
C10 1.15 1.84 -0.75  0.80
C11 2.08 2.74 -1.24  -0.66
C12 2.81 2.39 -2.37  -0.78
C13 2.61 1.15 -2.96  -1.21
C14 1.63 0.32 -2.43  0.01
N3 0.90 0.67 -1.38  1.16
H1 0.21 3.08 2.36  0.43
H2 0.36 4.13 0.92  0.42
H3 1.79 3.30 1.58  0.43
H4 -1.91 1.44 4.33  0.45
H5 -3.14 0.88 6.41  0.43
H6 -4.10 -1.38 6.70  0.43
H7 -3.84 -3.07 4.92  0.47
H8 -2.60 -2.50 2.85  0.41
H9 2.24 3.67 -0.73  0.55
H10 3.55 3.07 -2.78  0.46
H11 3.16 0.84 -3.83  0.51
H12 1.40 -0.64 -2.88  0.35
N4 0.26 -3.34 6.57  -0.55
C15 0.75 -2.75 5.42  0.74
C16 0.55 -1.39 5.19  -0.58
C17 1.04 -0.79 4.05  -0.01
C18 1.74 -1.55 3.11  -0.65
C19 1.98 -2.90 3.34  -0.40
C20 1.48 -3.49 4.49  -0.88
S1 2.26 -0.79 1.63  1.37
O2 3.51 -1.36 1.21  -0.75
O3 2.19 0.63 1.82  -0.64
N5 1.10 -1.17 0.51  -0.49
C21 1.14 -2.36 -0.14  0.67
N6 2.00 -3.35 0.03  -0.39
C22 1.97 -4.32 -0.86  -0.54
C23 1.11 -4.32 -1.95  -1.09
C24 0.17 -3.31 -1.99  0.06
N7 0.12 -2.37 -1.04  0.32
H13 -0.49 -2.87 7.04  0.21
H14 0.18 -4.35 6.57  0.20
H15 -0.01 -0.80 5.91  0.31
H16 0.87 0.26 3.86  0.56
H17 2.55 -3.47 2.62  0.54
H18 1.67 -4.54 4.68  0.36
H19 2.68 -5.13 -0.71  0.46
H20 1.12 -5.08 -2.71  0.50
H21 -0.57 -3.28 -2.77  0.13
S2 -3.27 3.59 -1.60  -0.39
C25 -2.49 2.21 -1.33  0.89
N8 -1.89 1.23 -1.13  -0.69
N9 -2.87 -2.96 -2.11  -0.05
C26 -3.47 -2.32 -1.10  0.02
N10 -3.06 -1.19 -0.59  0.13
C27 -3.97 -0.74 0.38  -0.32
C28 -3.95 0.47 1.06  -0.02
C29 -4.92 0.73 2.02  -0.86
C30 -5.92 -0.19 2.32  -0.73
C31 -5.97 -1.39 1.63  -0.51
C32 -5.01 -1.63 0.66  0.74
S3 -4.90 -3.02 -0.38  -0.38
H22 -2.28 -2.38 -2.69  -0.23
H23 -3.33 -3.73 -2.57  0.30
H24 -3.18 1.20 0.87  0.10
H25 -4.89 1.67 2.55  0.43
H26 -6.65 0.03 3.08  0.42
H27 -6.75 -2.11 1.83  0.43
N11 -0.83 1.17 -3.87  -0.03
C33 -1.04 -0.16 -3.81  0.67
O4 -1.18 -0.76 -2.68  -0.50
C34 -1.03 -0.88 -5.03  0.49
C35 -1.26 -2.27 -5.04  0.09
N12 -1.46 -3.41 -5.00  -0.71
C36 -0.85 -0.18 -6.24  -0.66
N13 -0.65 0.40 -7.22  -0.59
H28 -1.07 1.71 -3.05  -0.02
H29 -0.86 1.63 -4.76  0.22

---

4.
Below is a gas-phase ion, C6H11N2 (charge +1), with properties calculated with ωB97M-V/def2-TZVPD.

Results
LUMO energy = -3.9 eV
DFT total energy = -344.41330 hartree
Spin multiplicity = 1
Structure (SMILES) = CC[C@@H]1[C@H]2NC=[NH+][C@@H]12
Orbital gap = 10.002 eV
Energy relative to the best compared isomer or geometry (same formula, charge and spin) = 63.9 kcal per mole
Total charge = +1

Last column: natural (NBO) charge in e.
Atoms and positions in Å:
C1 2.57 0.37 0.36  0.30
C2 -0.24 0.29 0.09  -0.24
C3 0.77 0.58 -1.01  -0.05
C4 0.66 -0.88 -0.03  -0.03
C5 -2.62 -0.42 0.78  -0.61
C6 -1.73 0.27 -0.32  -0.39
N1 2.01 1.06 -0.66  -0.50
N2 1.92 -0.78 0.65  -0.48
H1 3.47 0.65 0.94  0.26
H2 0.00 0.88 0.97  0.22
H3 0.27 0.52 -2.00  0.27
H4 0.34 -1.75 -0.42  0.23
H5 -2.07 -1.43 0.91  0.22
H6 -3.62 -0.68 0.26  0.23
H7 -2.79 0.36 1.55  0.23
H8 -1.99 1.29 -0.61  0.23
H9 -1.85 -0.39 -1.09  0.20
H10 2.54 1.61 -1.35  0.47
H11 2.36 -1.54 0.99  0.44

---

5.
Below is a molecular structure, C32H45ClN2O9PZn, with properties calculated with ωB97M-V/def2-TZVPD.

Results
LUMO energy = 2.5 eV
DFT total energy = -4614.31292 hartree
Spin multiplicity = 1
Orbital gap = 8.327 eV
Total charge = -1

Last column: Mulliken charge in e.
Atoms and positions in Å:
Zn1 0.50 -0.33 -0.33  -0.65
C1 1.70 2.07 4.74  -1.52
C2 1.88 0.82 3.87  1.58
C3 2.42 -0.33 4.71  -1.60
C4 2.71 1.10 2.63  0.14
C5 2.45 2.22 1.85  -0.02
C6 3.05 2.41 0.61  -0.27
C7 3.93 1.46 0.09  1.01
C8 4.44 1.58 -1.32  -1.58
C9 4.24 0.37 0.89  -0.73
C10 3.65 0.20 2.14  -0.26
H1 1.11 1.82 5.63  0.43
H2 1.17 2.86 4.21  0.32
H3 2.67 2.46 5.06  0.36
H4 0.90 0.51 3.50  -0.17
H5 3.45 -0.14 5.04  0.39
H6 2.40 -1.27 4.15  0.13
H7 1.80 -0.47 5.60  0.42
H8 1.73 2.96 2.19  -0.22
H9 2.80 3.28 0.02  0.14
H10 3.65 1.27 -2.01  0.16
H11 5.31 0.94 -1.48  0.41
H12 4.71 2.61 -1.56  0.40
H13 4.93 -0.38 0.52  0.24
H14 3.90 -0.69 2.71  0.36
C11 0.35 -6.25 -1.63  -1.54
C12 -0.30 -5.73 -0.38  1.07
C13 -1.57 -6.12 0.01  -0.83
C14 -2.16 -5.60 1.15  0.16
Cl1 -3.76 -6.12 1.61  -0.27
C15 -1.50 -4.65 1.91  -0.63
C16 -0.22 -4.24 1.53  -0.52
C17 0.38 -4.79 0.41  0.78
O1 1.64 -4.52 0.00  -0.48
C18 2.41 -3.57 0.73  -1.32
C19 1.91 -2.14 0.56  1.99
O2 1.36 -1.57 1.53  -0.57
O3 2.07 -1.60 -0.58  -0.57
H15 -0.33 -6.91 -2.17  0.41
H16 1.27 -6.79 -1.39  0.31
H17 0.63 -5.42 -2.28  0.27
H18 -2.12 -6.84 -0.59  0.35
H19 -1.98 -4.20 2.77  0.40
H20 0.26 -3.44 2.08  0.33
H21 3.41 -3.64 0.29  0.41
H22 2.45 -3.83 1.79  0.33
C20 -3.04 2.16 -4.03  -1.68
C21 -1.60 1.83 -3.66  1.72
C22 -1.23 0.45 -4.18  -1.51
C23 -0.65 2.88 -4.26  -1.41
O4 -1.60 1.82 -2.21  -0.50
P1 -0.34 2.01 -1.23  2.19
O5 0.86 1.22 -1.68  -1.04
O6 -0.79 1.68 0.15  -0.98
O7 0.06 3.56 -1.40  -0.23
C24 -0.58 4.68 -0.72  1.74
C25 -0.10 4.73 0.72  -1.44
C26 -0.10 5.90 -1.48  -1.71
C27 -2.11 4.58 -0.77  -1.42
H23 -3.17 2.09 -5.11  0.39
H24 -3.30 3.18 -3.71  0.34
H25 -3.72 1.46 -3.54  0.34
H26 -1.26 0.44 -5.27  0.53
H27 -1.93 -0.30 -3.80  0.23
H28 -0.23 0.17 -3.84  0.24
H29 -0.69 2.81 -5.35  0.56
H30 0.37 2.70 -3.93  0.17
H31 -0.94 3.89 -3.95  0.15
H32 0.98 4.89 0.75  0.29
H33 -0.32 3.78 1.21  0.14
H34 -0.59 5.54 1.26  0.53
H35 0.99 5.93 -1.47  0.34
H36 -0.49 6.81 -1.02  0.38
H37 -0.44 5.86 -2.53  0.35
H38 -2.45 3.69 -0.24  0.21
H39 -2.46 4.52 -1.80  0.15
H40 -2.54 5.47 -0.29  0.56
C28 -4.35 -2.23 1.99  -1.23
N1 -3.33 -2.14 0.96  0.42
C29 -3.53 -2.70 -0.27  -0.04
C30 -2.63 -2.59 -1.27  -1.28
C31 -1.44 -1.81 -1.00  1.28
O8 -0.54 -1.58 -1.85  -0.80
N2 -1.26 -1.28 0.24  0.64
C32 -2.14 -1.41 1.26  -0.37
O9 -2.00 -0.97 2.39  -0.75
H41 -4.93 -3.14 1.84  0.41
H42 -5.02 -1.37 1.96  0.31
H43 -3.87 -2.25 2.96  0.37
H44 -4.45 -3.25 -0.39  0.40
H45 -2.77 -3.05 -2.24  0.51